Record 1
ORCA calculation (ωB97M-V with the def2-TZVPD basis set) on a cluster of 2 separate species, C19H28Cl2N5O7P2S in total at a distorted geometry.

- E_tot: -3542.187542 Ha
- Charge: +1
- Kohn-Sham gap: 8.45 eV

Atoms and positions in Å:
C1 -0.223 -3.027 -5.016
C2 -0.474 -1.921 -5.430
C3 -0.683 -0.504 -5.780
C4 -1.157 0.193 -4.550
N1 -0.363 1.077 -3.951
C5 -1.081 1.489 -2.909
N2 -0.596 2.429 -2.061
C6 -1.272 2.995 -0.869
C7 -1.397 2.043 0.345
C8 -1.116 2.735 1.706
C9 0.149 2.217 2.410
S1 -0.074 0.646 3.229
O1 -0.377 -0.297 2.201
O2 1.148 0.327 3.884
Cl1 -1.546 0.756 4.625
P1 0.990 3.072 -2.447
P2 2.091 3.147 -0.577
O3 1.461 3.982 0.447
O4 2.466 1.685 -0.080
O5 3.509 3.805 -0.954
N3 -2.277 0.886 -2.832
C10 -3.422 0.969 -1.945
N4 -2.286 0.071 -3.928
C11 -3.351 -0.816 -4.390
C12 -3.780 -1.905 -3.370
C13 -3.845 -3.297 -4.032
Cl2 -3.020 -4.527 -3.025
H1 -0.155 -3.981 -4.557
H2 0.288 -0.115 -6.070
H3 -1.407 -0.416 -6.591
H4 -2.254 3.368 -1.173
H5 -0.722 3.884 -0.567
H6 -2.446 1.746 0.401
H7 -0.832 1.117 0.224
H8 -1.116 3.820 1.614
H9 -1.957 2.510 2.370
H10 0.940 2.056 1.681
H11 0.508 3.000 3.078
H12 0.752 4.420 -2.816
H13 3.421 1.684 0.102
H14 3.371 4.759 -1.027
H15 -3.188 0.428 -1.027
H16 -4.308 0.495 -2.358
H17 -3.699 1.986 -1.698
H18 -3.108 -1.255 -5.350
H19 -4.223 -0.182 -4.589
H20 -4.800 -1.667 -3.060
H21 -3.184 -1.897 -2.459
H22 -3.342 -3.320 -4.998
H23 -4.877 -3.575 -4.228
C14 2.854 -2.570 4.412
C15 2.767 -1.680 5.473
C16 3.663 -1.769 6.527
C17 4.640 -2.748 6.500
C18 4.734 -3.646 5.453
C19 3.834 -3.554 4.404
N5 5.607 -2.829 7.605
O6 5.486 -2.039 8.519
O7 6.471 -3.679 7.536
H24 2.155 -2.494 3.588
H25 2.004 -0.920 5.477
H26 3.594 -1.076 7.353
H27 5.498 -4.410 5.443
H28 3.898 -4.249 3.577

Here is what Mulliken gives for the atomic charges, in e: C 0.00; C -0.31; C -1.08; C 0.76; N -0.64; C 0.80; N -0.02; C -1.76; C -0.04; C -1.15; C -0.30; S 1.14; O -0.56; O -0.53; Cl -0.22; P -0.25; P 1.06; O -0.65; O -0.50; O -0.52; N 0.05; C -1.04; N 0.28; C -1.14; C -0.56; C -0.54; Cl -0.19; H 0.43; H 0.32; H 0.33; H 0.42; H 0.86; H 0.20; H 0.69; H 0.49; H 0.44; H -0.17; H 0.50; H 0.11; H 0.32; H 0.35; H 0.35; H 0.45; H 0.34; H 0.64; H 0.29; H 0.33; H 0.54; H 0.26; H 0.39; C -0.36; C -0.31; C -0.51; C 0.06; C -0.38; C -0.44; N 1.01; O -0.60; O -0.60; H 0.39; H 0.49; H 0.44; H 0.45; H 0.37



Record 2
ORCA calculation (ωB97M-V with the def2-TZVPD basis set) on a structure of composition C19H28ClCoO6 at a distorted geometry.

- E_tot: -3034.796622 Ha
- Energy above the lowest of the compared OMol25 structures with the same formula, charge and spin: 0.273 eV
- Charge: -1
- Multiplicity: 4
- Kohn-Sham gap (spin up / spin down): 4.68 / 5.62 eV

Atoms and positions in Å:
O1 -1.527 -0.788 -0.726
C1 -0.068 -0.944 -0.919
C2 0.092 0.428 -1.576
H1 0.147 -1.785 -1.590
H2 0.475 -1.017 0.038
C3 -1.434 0.554 -1.272
H3 0.334 0.338 -2.639
H4 0.734 1.136 -1.038
C4 -2.311 0.632 -2.506
H5 -2.122 -0.224 -3.168
H6 -2.132 1.562 -3.064
H7 -3.363 0.588 -2.193
C5 -1.760 1.665 -0.278
H8 -0.979 1.787 0.485
H9 -2.720 1.482 0.226
H10 -1.826 2.620 -0.822
Co1 1.533 0.422 3.041
C6 1.706 2.328 3.609
C7 2.945 1.605 3.686
C8 3.239 1.116 2.360
H11 3.533 1.466 4.585
C9 2.154 1.494 1.505
C10 1.220 2.249 2.272
H12 0.302 2.693 1.892
H13 1.243 2.856 4.443
H14 4.111 0.533 2.069
H15 2.075 1.285 0.438
C11 -0.409 -1.051 3.615
C12 -0.913 0.301 3.892
C13 -1.981 0.509 3.018
H16 -0.490 1.016 4.588
C14 -2.289 -0.721 2.363
C15 -1.402 -1.706 2.793
H17 -1.303 -2.733 2.475
H18 -1.424 -2.026 6.039
H19 -2.515 1.447 2.872
H20 -3.097 -0.873 1.659
O2 0.832 -1.031 -4.071
C16 0.298 -0.285 -5.195
C17 0.625 -0.987 -6.528
H21 0.731 0.728 -5.164
H22 -0.787 -0.183 -5.039
C18 1.562 -2.158 -6.131
H23 1.120 -0.288 -7.213
H24 -0.299 -1.366 -6.983
C19 1.529 -2.184 -4.588
H25 2.583 -1.949 -6.465
H26 1.223 -3.113 -6.548
H27 2.539 -2.189 -4.151
H28 0.996 -3.078 -4.231
O3 -1.314 1.085 6.936
Cl1 -0.806 -0.262 7.089
O4 0.471 -0.475 6.421
O5 -1.921 -1.172 6.141
O6 0.840 -1.337 3.551

Here is what Mulliken gives for the atomic charges, in e: O -0.54; C -0.08; C 0.11; H 0.19; H 0.03; C 1.87; H -0.40; H 0.14; C -1.83; H 0.34; H 0.35; H 0.40; C -1.19; H -0.26; H 0.32; H 0.49; Co 0.05; C -0.67; C -0.57; C -1.01; H 0.46; C -0.11; C -0.17; H 0.56; H 0.46; H 0.41; H 0.35; C 1.25; C 0.07; C -1.63; H 0.73; C -0.19; C -1.17; H 0.43; H 0.38; H 0.46; H 0.43; O -0.26; C -0.31; C -0.53; H 0.30; H 0.13; C -0.45; H 0.29; H 0.26; C -0.60; H 0.24; H 0.26; H 0.30; H 0.29; O -0.45; Cl 0.96; O -0.40; O -0.49; O -0.98



Record 3
ORCA calculation (ωB97M-V with the def2-TZVPD basis set) on a structure of composition C19H28F5O3TeZn at a distorted geometry.

- E_tot: -3513.028751 Ha
- Energy above the lowest of the compared OMol25 structures with the same formula, charge and spin: 0.100 eV
- Charge: -1
- Kohn-Sham gap (spin up / spin down): 6.36 / 4.71 eV

Atoms and positions in Å:
O1 -2.055 1.343 -0.852
C1 -0.707 1.023 -1.284
C2 -0.482 2.402 -1.936
H1 -0.644 0.224 -2.045
H2 -0.137 0.773 -0.389
C3 -1.986 2.601 -1.635
H3 -0.184 2.391 -2.987
H4 0.137 3.098 -1.365
C4 -2.974 2.323 -2.796
H5 -2.591 1.497 -3.434
H6 -3.190 3.198 -3.441
H7 -3.928 1.964 -2.344
C5 -2.341 3.831 -0.800
H8 -1.474 4.295 -0.316
H9 -3.034 3.535 -0.001
H10 -2.796 4.610 -1.430
Zn1 2.099 -1.183 0.722
C6 1.447 0.815 3.424
C7 2.751 0.284 3.338
C8 3.219 0.459 2.002
H11 3.346 -0.105 4.186
C9 2.103 1.073 1.243
C10 1.026 1.261 2.147
H12 0.111 1.827 1.964
H13 0.937 1.024 4.362
H14 4.285 0.536 1.795
H15 2.149 1.487 0.223
C11 -1.839 -0.122 3.816
C12 -2.628 0.947 3.303
C13 -2.922 0.643 1.942
H16 -2.941 1.842 3.840
C14 -2.263 -0.582 1.601
C15 -1.565 -1.028 2.756
H17 -1.054 -1.980 2.839
H18 -1.509 -0.224 4.840
H19 -3.536 1.221 1.271
H20 -2.300 -1.109 0.646
O2 1.287 -1.463 -2.827
C16 0.573 -0.918 -3.985
C17 0.848 -1.727 -5.271
H21 0.752 0.162 -4.079
H22 -0.510 -0.979 -3.782
C18 1.855 -2.796 -4.841
H23 1.199 -1.177 -6.154
H24 -0.064 -2.262 -5.562
C19 1.900 -2.689 -3.299
H25 2.827 -2.578 -5.286
H26 1.555 -3.790 -5.183
H27 2.925 -2.710 -2.918
H28 1.406 -3.545 -2.803
F1 2.293 -4.572 4.356
Te1 1.559 -2.819 4.272
F2 3.340 -2.179 4.583
F3 0.800 -1.085 4.657
F4 -0.246 -3.508 4.340
F5 1.459 -2.986 6.148
O3 1.714 -2.577 2.428

Here is what Mulliken gives for the atomic charges, in e: O -0.47; C 0.96; C -0.88; H -0.28; H -0.46; C 1.46; H 0.26; H 0.30; C -1.45; H 0.28; H 0.41; H 0.28; C -1.52; H 0.37; H 0.22; H 0.41; Zn 0.28; C -0.45; C -0.62; C -0.63; H 0.46; C -1.27; C -0.03; H 0.41; H 0.56; H 0.57; H 0.71; C -0.27; C -1.04; C -0.13; H 0.35; C -0.96; C -0.02; H 0.51; H 0.55; H 0.58; H 0.48; O -0.28; C -0.26; C -0.59; H 0.22; H 0.27; C -0.41; H 0.32; H 0.22; C -0.51; H 0.23; H 0.28; H 0.27; H 0.27; F -0.42; Te 1.86; F -0.45; F -0.46; F -0.45; F -0.41; O -0.62



Record 4
ORCA calculation (ωB97M-V with the def2-TZVPD basis set) on a structure of composition C19H28FIrO2 at a distorted geometry.

- E_tot: -1095.221866 Ha
- Energy above the lowest of the compared OMol25 structures with the same formula, charge and spin: 0.000 eV
- Charge: 0
- Multiplicity: 5
- Kohn-Sham gap (spin up / spin down): 6.66 / 8.70 eV

Atoms and positions in Å:
O1 0.675 -0.517 0.251
C1 -0.752 -0.676 -0.008
C2 -0.751 0.542 -0.922
H1 -1.316 -0.589 0.915
H2 -0.964 -1.638 -0.462
C3 0.699 0.783 -0.477
H3 -1.452 1.331 -0.665
H4 -0.845 0.304 -1.978
C4 0.848 1.923 0.501
H5 0.227 1.761 1.379
H6 0.535 2.854 0.029
H7 1.877 2.042 0.827
C5 1.742 0.799 -1.561
H8 1.544 0.045 -2.317
H9 2.732 0.618 -1.150
H10 1.749 1.775 -2.047
Ir1 2.078 -2.090 0.973
C6 3.443 -3.602 -0.211
C7 2.315 -4.314 0.244
C8 1.192 -3.825 -0.459
H11 2.301 -5.086 0.994
C9 1.625 -2.810 -1.322
C10 3.014 -2.645 -1.159
H12 3.639 -1.936 -1.676
H13 4.456 -3.759 0.113
H14 0.176 -4.136 -0.302
H15 0.991 -2.218 -1.959
C11 3.850 -2.332 2.585
C12 4.288 -1.434 1.582
C13 3.466 -0.296 1.624
H16 5.101 -1.593 0.896
C14 2.518 -0.490 2.658
C15 2.773 -1.738 3.255
H17 2.182 -2.193 4.028
H18 4.256 -3.310 2.783
H19 3.569 0.572 0.997
H20 1.707 0.168 2.914
O2 -4.079 2.238 -0.302
C16 -3.772 3.222 -1.297
C17 -5.034 4.050 -1.485
H21 -3.489 2.720 -2.229
H22 -2.919 3.810 -0.957
C18 -6.122 3.022 -1.201
H23 -5.103 4.491 -2.478
H24 -5.074 4.857 -0.753
C19 -5.493 2.211 -0.078
H25 -6.289 2.395 -2.077
H26 -7.074 3.465 -0.917
H27 -5.825 1.172 -0.060
H28 -5.716 2.655 0.898
F1 0.501 -2.599 2.062

Here is what Mulliken gives for the atomic charges, in e: O -0.85; C -0.49; C -0.49; H 0.24; H 0.23; C 1.51; H 0.04; H 0.36; C -1.70; H 0.40; H 0.47; H 0.29; C -1.61; H 0.35; H 0.15; H 0.45; Ir 2.11; C -0.65; C -0.51; C -0.62; H 0.40; C -0.44; C -0.51; H 0.42; H 0.62; H 0.35; H 0.59; C -0.50; C -0.88; C -0.56; H 0.54; C -0.16; C -0.65; H 0.37; H 0.46; H 0.67; H 0.38; O -0.37; C -0.37; C -0.60; H 0.28; H 0.28; C -0.51; H 0.34; H 0.28; C -0.47; H 0.27; H 0.33; H 0.27; H 0.26; F -0.81